Density functional theory data (ωB97M-V/def2-TZVPD) for a cluster of 4 separate species, C27H60F2N4O4S2 in total at a distorted geometry.

Net charge = +2
Gap between HOMO and LUMO = 10.731 eV
LUMO energy = -4.031 eV

Last columns: bonded neighbours and bond lengths (Å).
Positions of all 99 atoms, in Å:
1 C -30.796 -26.643 -1.340  C2 1.492, H11 1.090, H12 1.090, H13 1.090
2 C -30.651 -25.628 -0.256  C1 1.492, C3 1.542, H14 1.090, H15 1.090
3 C -29.406 -25.861 0.624  C2 1.542, C4 1.544, H16 1.090, H17 1.090
4 C -28.024 -25.751 -0.055  C3 1.544, N5 1.590, H18 1.090, H19 1.090
5 N -26.699 -25.762 0.825  C4 1.590, C6 1.597, C9 1.565, C10 1.565
6 C -25.437 -25.536 -0.127  N5 1.597, C7 1.526, H20 1.090, H21 1.090
7 C -24.452 -24.978 0.897  C6 1.526, C8 1.536, H22 1.090, H23 1.090
8 C -25.227 -24.379 2.080  C7 1.536, C9 1.463, H24 1.090, H25 1.090
9 C -26.653 -24.533 1.792  N5 1.565, C8 1.463, H26 1.090, H27 1.090
10 C -26.532 -27.120 1.585  N5 1.565, H28 1.090, H29 1.090, H30 1.090
11 H -31.692 -26.409 -1.914  C1 1.090
12 H -30.862 -27.650 -0.928  C1 1.090
13 H -29.994 -26.586 -2.076  C1 1.090
14 H -31.578 -25.651 0.318  C2 1.090
15 H -30.668 -24.597 -0.610  C2 1.090
16 H -29.532 -26.901 0.926  C3 1.090
17 H -29.543 -25.277 1.534  C3 1.090
18 H -27.961 -24.861 -0.681  C4 1.090
19 H -27.838 -26.640 -0.657  C4 1.090
20 H -25.196 -26.472 -0.632  C6 1.090
21 H -25.811 -24.851 -0.887  C6 1.090
22 H -23.779 -25.783 1.193  C7 1.090
23 H -23.827 -24.190 0.478  C7 1.090
24 H -25.041 -24.890 3.025  C8 1.090
25 H -25.011 -23.320 2.222  C8 1.090
26 H -27.318 -24.547 2.655  C9 1.090
27 H -27.087 -23.777 1.138  C9 1.090
28 H -26.516 -27.906 0.829  C10 1.090
29 H -27.424 -27.144 2.210  C10 1.090
30 H -25.602 -27.129 2.154  C10 1.090
31 C -22.178 -23.556 3.385  C32 1.577, H41 1.090, H42 1.090, H43 1.090
32 C -21.981 -22.720 4.707  C31 1.577, C33 1.517, H44 1.090, H45 1.090
33 C -23.186 -22.862 5.616  C32 1.517, C34 1.570, H46 1.090, H47 1.090
34 C -23.305 -24.231 6.375  C33 1.570, N35 1.522, H48 1.090, H49 1.090
35 N -24.375 -24.266 7.457  C34 1.522, C36 1.563, C39 1.605, C40 1.477
36 C -24.086 -23.301 8.652  N35 1.563, C37 1.525, H50 1.090, H51 1.090
37 C -23.706 -24.152 9.859  C36 1.525, C38 1.442, H52 1.090, H53 1.090
38 C -24.348 -25.430 9.681  C37 1.442, C39 1.556, H54 1.090, H55 1.090
39 C -24.405 -25.712 8.152  N35 1.605, C38 1.556, H56 1.090, H57 1.090
40 C -25.724 -23.974 6.930  N35 1.477, H58 1.090, H59 1.090, H60 1.090
41 H -22.899 -23.212 2.644  C31 1.090
42 H -22.643 -24.516 3.610  C31 1.090
43 H -21.252 -23.726 2.835  C31 1.090
44 H -21.890 -21.699 4.336  C32 1.090
45 H -21.113 -23.066 5.267  C32 1.090
46 H -24.085 -22.629 5.045  C33 1.090
47 H -23.218 -22.137 6.429  C33 1.090
48 H -22.368 -24.416 6.900  C34 1.090
49 H -23.534 -25.013 5.650  C34 1.090
50 H -25.015 -22.764 8.846  C36 1.090
51 H -23.388 -22.467 8.570  C36 1.090
52 H -23.898 -23.651 10.807  C37 1.090
53 H -22.636 -24.340 9.764  C37 1.090
54 H -25.350 -25.388 10.108  C38 1.090
55 H -23.820 -26.163 10.291  C38 1.090
56 H -25.357 -26.169 7.882  C39 1.090
57 H -23.548 -26.249 7.745  C39 1.090
58 H -26.440 -24.298 7.685  C40 1.090
59 H -25.721 -24.576 6.021  C40 1.090
60 H -25.864 -22.937 6.625  C40 1.090
61 C -28.246 -33.772 6.531  C62 1.615, H71 1.090, H72 1.090, H73 1.090
62 C -28.389 -32.202 6.177  C61 1.615, C63 1.550, H74 1.090, H75 1.090
63 C -28.397 -31.886 4.659  C62 1.550, C64 1.537, H76 1.090, H77 1.090
64 C -26.973 -32.091 4.119  C63 1.537, N65 1.580, H78 1.090, H79 1.090
65 N -26.890 -31.958 2.546  C64 1.580, C66 1.561, C69 1.561, C70 1.543
66 C -27.602 -30.765 1.837  N65 1.561, C67 1.536, H80 1.090, H81 1.090
67 C -28.993 -31.180 1.334  C66 1.536, C68 1.528, H82 1.090, H83 1.090
68 C -28.635 -32.584 0.849  C67 1.528, C69 1.566, H84 1.090, H85 1.090
69 C -27.580 -33.171 1.846  N65 1.561, C68 1.566, H86 1.090, H87 1.090
70 C -25.375 -31.855 2.267  N65 1.543, H88 1.090, H89 1.090, H90 1.090
71 H -28.457 -33.927 7.589  C61 1.090
72 H -27.215 -34.119 6.464  C61 1.090
73 H -28.997 -34.386 6.034  C61 1.090
74 H -27.563 -31.667 6.645  C62 1.090
75 H -29.367 -31.875 6.531  C62 1.090
76 H -28.795 -30.927 4.330  C63 1.090
77 H -29.159 -32.520 4.205  C63 1.090
78 H -26.542 -33.024 4.482  C64 1.090
79 H -26.302 -31.376 4.594  C64 1.090
80 H -26.932 -30.610 0.990  C66 1.090
81 H -27.735 -29.894 2.479  C66 1.090
82 H -29.423 -30.457 0.641  C67 1.090
83 H -29.739 -31.293 2.121  C67 1.090
84 H -28.380 -32.589 -0.211  C68 1.090
85 H -29.577 -33.129 0.783  C68 1.090
86 H -26.826 -33.621 1.201  C69 1.090
87 H -27.839 -33.918 2.596  C69 1.090
88 H -25.123 -32.048 1.224  C70 1.090
89 H -24.818 -32.545 2.901  C70 1.090
90 H -25.050 -30.832 2.456  C70 1.090
91 N -24.855 -26.865 4.505  S92 1.732, S96 1.493
92 S -23.590 -28.016 4.236  N91 1.732, O93 1.476, O94 1.470, F95 1.631, S96 2.415
93 O -23.666 -28.708 2.935  S92 1.476
94 O -23.033 -28.819 5.334  S92 1.470
95 F -22.361 -26.946 4.166  S92 1.631
96 S -25.820 -27.811 5.141  N91 1.493, S92 2.415, O97 1.424, O98 1.430, F99 1.617
97 O -25.646 -28.196 6.501  S96 1.424
98 O -26.401 -28.827 4.319  S96 1.430
99 F -27.064 -26.809 5.387  S96 1.617